Computed, not measured: 4 unconnected molecules or ions with the total composition C22H51N2O5, with ωB97M-V/def2-TZVPD.

Element x y z (Å)
1 C 1.003 -1.041 -0.128
2 C 0.278 -1.015 -1.476
3 C -0.096 0.396 -1.967
4 C -1.600 0.670 -2.153
5 N -2.193 1.643 -1.226
6 C -2.289 1.331 0.200
7 O -1.002 1.467 0.785
8 C -2.736 -0.090 0.567
9 C -4.247 -0.281 0.745
10 C -5.067 -0.001 -0.521
11 C -4.506 -1.724 1.160
12 N -4.704 0.635 1.840
13 O -5.258 0.119 2.862
14 C -3.960 1.899 2.100
15 C -4.988 2.967 2.477
16 C -2.982 1.695 3.274
17 C -3.269 2.339 0.812
18 H 1.344 -2.056 0.100
19 H 1.874 -0.383 -0.142
20 H 0.347 -0.722 0.683
21 H 0.923 -1.496 -2.215
22 H -0.610 -1.652 -1.408
23 H 0.382 0.548 -2.937
24 H 0.315 1.142 -1.289
25 H -1.758 1.094 -3.146
26 H -2.148 -0.284 -2.149
27 H -3.104 1.902 -1.575
28 H -0.799 2.409 0.858
29 H -2.266 -0.334 1.521
30 H -2.369 -0.825 -0.150
31 H -4.897 0.986 -0.944
32 H -4.834 -0.749 -1.283
33 H -6.129 -0.085 -0.283
34 H -5.559 -1.889 1.379
35 H -4.219 -2.373 0.329
36 H -3.913 -1.997 2.032
37 H -5.509 2.677 3.388
38 H -4.481 3.919 2.649
39 H -5.718 3.102 1.676
40 H -3.474 1.948 4.213
41 H -2.657 0.659 3.354
42 H -2.100 2.324 3.155
43 H -4.046 2.571 0.080
44 H -2.749 3.282 1.002
45 C 1.765 3.182 5.395
46 C 1.136 2.349 4.292
47 C 2.161 1.529 3.527
48 O 0.386 3.172 3.398
49 H 2.487 3.887 4.971
50 H 1.004 3.752 5.927
51 H 2.293 2.550 6.111
52 H 0.389 1.679 4.724
53 H 2.893 2.189 3.052
54 H 1.674 0.942 2.748
55 H 2.700 0.852 4.193
56 H 0.994 3.794 2.982
57 C 3.433 1.006 -3.865
58 C 3.127 -0.478 -3.988
59 C 4.299 -1.268 -4.539
60 O 1.951 -0.689 -4.774
61 H 3.651 1.432 -4.850
62 H 2.580 1.539 -3.445
63 H 4.299 1.175 -3.224
64 H 2.878 -0.884 -3.007
65 H 4.559 -0.927 -5.546
66 H 4.038 -2.325 -4.586
67 H 5.174 -1.156 -3.897
68 H 2.121 -0.346 -5.659
69 C 3.647 -5.180 -2.045
70 C 4.508 -3.935 -1.909
71 C 5.637 -4.123 -0.909
72 O 3.709 -2.803 -1.566
73 H 3.184 -5.425 -1.085
74 H 2.853 -5.017 -2.774
75 H 4.242 -6.037 -2.362
76 H 4.931 -3.682 -2.883
77 H 5.230 -4.340 0.083
78 H 6.241 -3.219 -0.839
79 H 6.283 -4.954 -1.197
80 H 3.312 -2.972 -0.704

Its molecular weight is 423.66 g/mol. Its expectation value of S² is 0.7541. The HOMO energy (alpha / beta) is -0.2835 / -0.3260 hartree. As for the spin multiplicity: 2.

Atomic partial charges in e from the Mulliken method, atoms 1 to 5: -1.39 -0.57 -0.31 -1.03 -0.16

***

Computed, not measured: 2 unconnected molecules or ions with the total composition C21H30NO2, with ωB97M-V/def2-TZVPD.

Element x y z (Å)
1 C -0.878 -2.575 1.028
2 C -0.497 -1.588 2.115
3 N 0.089 -0.324 1.566
4 C 1.511 -0.086 1.970
5 C 2.478 -0.283 0.821
6 C -0.766 0.911 1.603
7 C -2.096 0.746 0.899
8 H -1.352 -3.472 1.435
9 H -1.576 -2.129 0.316
10 H -0.001 -2.897 0.461
11 H -1.369 -1.328 2.727
12 H 0.212 -2.049 2.812
13 H 1.596 0.931 2.372
14 H 1.768 -0.742 2.809
15 H 3.515 -0.117 1.124
16 H 2.412 -1.296 0.419
17 H 2.261 0.404 0.001
18 H -0.912 1.190 2.652
19 H -0.194 1.726 1.145
20 H -2.685 1.666 0.917
21 H -1.954 0.467 -0.147
22 H -2.700 -0.034 1.367
23 C 3.436 7.516 5.499
24 O 2.574 6.932 4.549
25 C 2.011 5.719 4.926
26 C 1.249 5.026 3.970
27 C 0.700 3.803 4.237
28 C 0.888 3.179 5.490
29 C 0.379 1.876 5.710
30 C 0.673 0.987 6.770
31 C -0.097 -0.185 6.936
32 C 0.121 -1.026 7.991
33 C 1.117 -0.767 8.949
34 O 1.227 -1.643 10.024
35 C 2.105 -1.232 11.046
36 C 1.938 0.352 8.743
37 C 1.739 1.184 7.678
38 C 1.572 3.926 6.477
39 C 2.134 5.139 6.199
40 H 3.803 8.460 5.093
41 H 2.897 7.721 6.424
42 H 4.286 6.858 5.684
43 H 1.106 5.488 3.009
44 H 0.124 3.292 3.484
45 H -0.316 1.513 4.974
46 H -0.869 -0.404 6.218
47 H -0.475 -1.913 8.112
48 H 2.086 -1.983 11.836
49 H 3.123 -1.155 10.662
50 H 1.775 -0.277 11.458
51 H 2.752 0.551 9.416
52 H 2.462 1.955 7.487
53 H 1.582 3.576 7.493
54 H 2.660 5.662 6.977

Its molecular weight is 328.48 g/mol. As for the charge: +1. The HOMO energy is -0.3794 hartree. As for the spin multiplicity: 1.

Atomic partial charges in e from the Mulliken method, atoms 1 to 5: -1.29 -0.61 0.37 -0.45 -1.32

***

Computed, not measured: C3H4BrNO2 in the gas phase, with ωB97M-V/def2-TZVPD.

Element x y z (Å)
1 C 0.144 0.759 -0.317
2 C 1.518 0.637 0.180
3 C -1.685 -0.965 0.132
4 N -0.468 -0.630 -0.202
5 O -0.487 1.647 -0.711
6 O 0.450 -1.520 -0.357
7 Br -3.065 0.186 0.034
8 H 2.105 0.235 -0.631
9 H 1.712 0.058 1.209
10 H 1.922 1.593 0.440
11 H -2.148 -1.999 0.223

Its molecular weight is 165.97 g/mol. The HOMO energy (alpha / beta) is -0.3226 / -0.3227 hartree. As for the spin multiplicity: 1.

Atomic partial charges in e from the Mulliken method, atoms 1 to 5: 0.41 -0.95 -0.09 0.45 -0.40

***

Computed, not measured: C17H21N3O4S in the gas phase, with ωB97M-V/def2-TZVPD.

Element x y z (Å)
1 C -7.046 -1.795 0.304
2 C -6.790 -0.355 0.734
3 H -6.401 -0.312 1.758
4 H -7.723 0.215 0.696
5 O -5.929 0.333 -0.157
6 C -4.599 0.105 -0.137
7 C -3.927 -0.706 0.780
8 C -2.551 -0.837 0.704
9 C -1.847 -0.175 -0.279
10 C -2.496 0.631 -1.197
11 C -3.865 0.771 -1.127
12 H -4.402 1.390 -1.827
13 H -1.920 1.124 -1.964
14 S -0.077 -0.313 -0.311
15 O 0.330 -1.572 0.234
16 O 0.392 0.050 -1.628
17 N 0.357 0.865 0.782
18 H 0.883 0.500 1.560
19 C 0.798 2.171 0.318
20 C 0.370 3.259 1.294
21 H -0.692 3.176 1.506
22 H 0.582 4.236 0.869
23 H 0.934 3.158 2.218
24 H 0.330 2.318 -0.659
25 C 2.331 2.123 0.163
26 O 3.089 2.591 0.986
27 N 2.720 1.473 -0.951
28 H 2.005 0.981 -1.479
29 C 4.081 0.994 -1.103
30 C 4.220 -0.371 -0.474
31 C 3.465 -1.443 -0.938
32 C 3.575 -2.662 -0.288
33 N 4.369 -2.866 0.749
34 C 5.086 -1.847 1.188
35 C 5.048 -0.582 0.621
36 H 5.641 0.223 1.025
37 H 5.720 -2.055 2.041
38 H 2.996 -3.516 -0.611
39 H 2.794 -1.330 -1.776
40 H 4.740 1.710 -0.607
41 H 4.316 0.954 -2.170
42 H -2.012 -1.465 1.396
43 H -4.459 -1.235 1.554
44 H -6.125 -2.373 0.301
45 H -7.463 -1.811 -0.699
46 H -7.752 -2.260 0.987

Its molecular weight is 363.44 g/mol. The HOMO energy is -0.3338 hartree. As for the spin multiplicity: 1.

Atomic partial charges in e from the Mulliken method, atoms 1 to 5: -1.04 -0.42 0.34 0.31 -0.44